Entry from OMol25: a cluster of 11 separate species, C41H112N8O11 in total at a distorted geometry (ωB97M-V/def2-TZVPD).

Atoms and positions in Å:
C  3.783  11.631  -22.650
O  3.250  11.543  -21.345
C  4.280  11.399  -20.410
C  3.598  11.458  -19.055
C  3.104  12.841  -18.638
N  4.456  10.954  -17.968
H  3.000  11.943  -23.341
H  4.182  10.673  -22.982
H  4.603  12.335  -22.796
H  4.759  10.453  -20.661
H  4.900  12.288  -20.524
H  2.718  10.816  -19.097
H  2.287  12.832  -17.916
H  2.867  13.379  -19.555
H  3.881  13.522  -18.288
H  4.764  10.046  -18.284
H  3.962  10.946  -17.087
C  5.825  6.724  -23.621
O  5.662  6.788  -22.224
C  6.579  7.571  -21.521
C  6.279  7.516  -20.041
C  7.099  8.493  -19.225
N  6.446  6.160  -19.492
H  5.192  5.940  -24.036
H  6.829  6.455  -23.948
H  5.472  7.663  -24.047
H  7.622  7.300  -21.683
H  6.506  8.618  -21.818
H  5.244  7.855  -20.028
H  6.769  8.527  -18.187
H  6.890  9.484  -19.627
H  8.153  8.304  -19.434
H  7.439  6.009  -19.597
H  6.101  5.561  -20.228
C  10.510  1.568  -19.678
O  10.624  3.011  -19.819
C  9.940  3.729  -18.804
C  10.056  5.252  -19.039
C  9.497  5.999  -17.854
N  9.295  5.719  -20.177
H  10.763  1.209  -18.680
H  11.189  1.226  -20.459
H  9.459  1.296  -19.781
H  8.901  3.417  -18.703
H  10.386  3.494  -17.838
H  11.064  5.647  -19.166
H  8.448  5.759  -17.678
H  9.563  7.080  -17.982
H  10.020  5.838  -16.912
H  9.786  6.554  -20.463
H  9.484  5.147  -20.988
C  5.131  6.887  -31.536
O  5.068  6.341  -30.274
C  6.144  6.788  -29.451
C  6.320  5.966  -28.206
C  7.483  6.422  -27.311
N  6.550  4.599  -28.621
H  5.090  7.975  -31.486
H  4.269  6.519  -32.092
H  6.043  6.693  -32.100
H  7.083  6.718  -30.001
H  5.943  7.838  -29.243
H  5.436  6.080  -27.579
H  7.167  7.264  -26.696
H  8.371  6.713  -27.872
H  7.825  5.604  -26.678
H  5.920  3.928  -28.205
H  6.222  4.644  -29.575
C  9.890  12.559  -22.035
O  10.280  11.714  -20.985
C  10.215  10.308  -21.303
C  11.192  9.542  -20.424
C  12.690  9.877  -20.607
N  11.145  8.080  -20.424
H  10.590  12.525  -22.870
H  9.938  13.609  -21.746
H  8.891  12.308  -22.394
H  9.166  10.025  -21.212
H  10.516  10.124  -22.334
H  10.921  9.799  -19.400
H  12.903  10.933  -20.441
H  12.995  9.778  -21.649
H  13.291  9.324  -19.885
H  11.879  7.745  -19.816
H  11.352  7.679  -21.328
C  9.309  9.445  -25.243
O  8.991  8.086  -25.033
C  9.642  7.484  -23.916
C  11.198  7.378  -23.991
C  11.658  6.521  -25.189
N  11.713  6.672  -22.798
H  10.334  9.620  -25.569
H  9.008  10.089  -24.416
H  8.680  9.867  -26.028
H  9.384  7.950  -22.965
H  9.320  6.450  -23.793
H  11.623  8.364  -24.178
H  12.709  6.728  -25.389
H  11.105  6.638  -26.121
H  11.614  5.469  -24.904
H  12.679  6.400  -22.911
H  11.239  5.787  -22.689
C  4.767  3.648  -21.634
O  5.544  2.919  -20.742
C  4.814  2.542  -19.576
C  5.660  1.460  -18.793
C  4.829  0.969  -17.627
N  6.871  2.034  -18.262
H  5.272  3.529  -22.593
H  4.824  4.689  -21.317
H  3.726  3.348  -21.759
H  4.574  3.438  -19.003
H  3.877  2.069  -19.868
H  5.915  0.646  -19.472
H  5.238  0.144  -17.043
H  3.936  0.495  -18.034
H  4.625  1.742  -16.886
H  6.652  2.795  -17.635
H  7.313  2.599  -18.973
C  10.376  3.332  -26.759
O  10.442  3.257  -25.366
C  9.242  3.610  -24.719
C  9.405  3.323  -23.191
C  8.136  3.758  -22.515
N  10.539  3.996  -22.570
H  11.345  3.120  -27.211
H  10.051  4.327  -27.066
H  9.541  2.744  -27.140
H  8.948  4.645  -24.893
H  8.509  2.860  -25.016
H  9.485  2.260  -22.963
H  8.261  3.430  -21.483
H  7.265  3.268  -22.949
H  7.995  4.839  -22.495
H  10.714  3.642  -21.641
H  11.307  3.641  -23.122
C  5.130  10.719  -28.347
C  3.825  10.293  -27.519
C  3.797  8.780  -27.136
O  3.960  10.920  -26.281
H  6.030  10.357  -27.852
H  5.169  11.796  -28.508
H  5.093  10.229  -29.321
H  2.918  10.590  -28.047
H  3.021  8.642  -26.382
H  4.763  8.446  -26.758
H  3.574  8.157  -28.001
H  3.767  11.853  -26.395
C  6.478  6.247  -15.666
C  5.669  5.030  -16.148
C  4.260  5.342  -16.600
O  6.311  4.493  -17.252
H  6.400  7.034  -16.417
H  7.520  6.035  -15.427
H  6.001  6.691  -14.792
H  5.577  4.229  -15.414
H  3.738  4.483  -17.021
H  4.230  6.160  -17.320
H  3.693  5.795  -15.786
H  6.222  5.141  -17.955
C  8.115  9.968  -15.320
C  8.463  11.282  -16.078
C  7.422  12.385  -15.863
O  9.767  11.761  -15.765
H  8.894  9.331  -15.739
H  7.124  9.586  -15.566
H  8.288  10.151  -14.260
H  8.495  11.089  -17.151
H  7.649  13.437  -16.040
H  7.164  12.425  -14.805
H  6.500  12.275  -16.435
H  9.932  12.600  -16.202

As for the LUMO energy: 0.42 eV. The calculation puts the HOMO-LUMO gap at 8.91 eV. The calculation puts the total energy at -78770.8191 eV. The value obtained for the max |F| is 2.8 eV/Å. Its structure (SMILES) is COC[C@H](C)N.COC[C@H](C)N.COC[C@H](C)N.COC[C@H](C)N.COC[C@H](C)N.COC[C@H](C)N.COC[C@H](C)N.COC[C@H](C)N.CC(C)O.CC(C)O.CC(C)O. The value obtained for the HOMO energy is -8.495 eV. The calculation puts the energy above the lowest of the compared OMol25 structures with the same formula, charge and spin at 206.55 kJ/mol.


Entry from OMol25: a structure of composition C41H22AuF15GeN5S at a distorted geometry (ωB97M-V/def2-TZVPD).

Atoms and positions in Å:
Au  -0.077  1.089  -1.145
C  -2.961  2.633  0.741
N  -2.940  2.022  -0.603
C  -3.166  0.655  -0.626
C  -2.822  0.019  -1.922
C  -3.515  -0.685  -2.893
C  -2.557  -1.072  -3.857
C  -1.342  -0.568  -3.428
N  -1.504  0.116  -2.268
C  -2.939  4.129  0.642
C  -3.956  4.899  1.191
C  -3.926  6.286  1.097
C  -2.874  6.912  0.450
C  -1.853  6.147  -0.106
C  -1.885  4.766  -0.011
H  -2.071  2.254  1.253
H  -3.780  2.255  1.359
H  -3.933  2.077  -0.902
H  -4.569  -0.905  -2.914
H  -2.733  -1.643  -4.755
H  -0.367  -0.651  -3.884
H  -4.779  4.407  1.698
H  -4.726  6.874  1.530
H  -2.846  7.992  0.376
H  -1.027  6.630  -0.612
H  -1.095  4.167  -0.447
N  -1.517  -5.160  2.479
C  -1.193  -4.054  1.702
C  -1.517  -4.009  0.348
C  -1.155  -2.895  -0.388
N  -0.495  -1.856  0.117
C  -0.200  -1.898  1.412
C  -0.510  -2.964  2.241
H  -2.293  -5.703  2.136
H  -1.577  -4.982  3.469
H  -2.066  -4.818  -0.118
H  -1.413  -2.824  -1.443
H  0.320  -1.030  1.811
H  -0.235  -2.942  3.288
N  -3.398  0.019  0.457
C  -4.205  -1.097  0.577
C  -5.304  -1.355  -0.248
C  -6.094  -2.478  -0.051
C  -5.824  -3.365  0.981
C  -4.755  -3.097  1.830
C  -3.966  -1.979  1.639
H  -5.559  -0.649  -1.029
H  -6.938  -2.654  -0.708
H  -6.446  -4.238  1.134
H  -4.536  -3.768  2.654
H  -3.129  -1.768  2.292
F  3.063  2.944  -2.489
C  4.071  2.080  -2.592
C  4.297  1.119  -1.622
C  5.375  0.276  -1.832
F  5.667  -0.669  -0.920
C  6.198  0.360  -2.937
F  7.233  -0.470  -3.096
C  5.941  1.332  -3.887
F  6.723  1.438  -4.962
C  4.877  2.196  -3.715
F  4.636  3.136  -4.634
Ge  3.132  0.783  -0.054
S  1.449  2.098  0.242
C  2.749  -1.141  -0.328
C  2.253  -1.539  -1.560
F  2.108  -0.644  -2.550
C  1.907  -2.844  -1.850
F  1.424  -3.176  -3.049
C  2.064  -3.815  -0.879
F  1.732  -5.079  -1.135
C  2.577  -3.467  0.355
F  2.746  -4.404  1.293
C  2.916  -2.149  0.604
F  3.440  -1.893  1.814
C  4.243  1.022  1.578
C  5.534  1.519  1.607
F  6.185  1.825  0.474
C  6.228  1.742  2.785
F  7.476  2.220  2.765
C  5.617  1.471  3.993
F  6.270  1.680  5.137
C  4.321  0.987  4.011
F  3.727  0.730  5.179
C  3.661  0.778  2.814
F  2.409  0.317  2.893

As for the LUMO energy: 2.18 eV. The calculation puts the HOMO-LUMO gap at 7.11 eV. The calculation puts the total energy at -162131.4713 eV. The value obtained for the max |F| is 3.5 eV/Å. Its charge is -1. The value obtained for the HOMO energy is -4.934 eV. The calculation puts the energy above the lowest of the compared OMol25 structures with the same formula, charge and spin at 0.00 kJ/mol.


Entry from OMol25: a structure of composition C41H26CaF5N3OPS2 (ωB97M-V/def2-TZVPD).

Atoms and positions in Å:
Ca  1.090  -1.381  -0.883
N  4.308  -0.294  -3.851
C  3.850  0.997  -3.650
C  4.232  2.217  -4.221
C  3.522  3.314  -3.681
C  2.528  3.266  -2.745
C  2.042  1.967  -2.123
C  2.854  0.853  -2.687
N  2.722  -0.455  -2.331
C  3.595  -1.137  -3.035
C  3.659  -2.575  -2.971
C  4.569  -3.430  -3.519
S  4.151  -5.048  -3.128
C  2.791  -4.480  -2.267
N  2.642  -3.191  -2.256
H  5.016  -0.562  -4.509
H  5.008  2.324  -4.963
H  3.805  4.308  -4.020
H  2.159  4.195  -2.333
H  2.164  2.010  -1.015
H  5.449  -3.194  -4.092
H  2.103  -5.146  -1.763
F  -4.263  -4.621  3.413
C  -3.155  -4.509  2.663
C  -2.919  -3.368  1.920
F  -3.803  -2.359  1.946
C  -1.770  -3.277  1.159
F  -1.595  -2.143  0.451
C  -0.806  -4.278  1.086
S  0.636  -4.119  0.128
C  -1.085  -5.413  1.852
F  -0.232  -6.446  1.861
C  -2.227  -5.535  2.622
F  -2.444  -6.647  3.341
O  0.134  0.509  -2.360
C  0.545  1.644  -2.153
C  -0.424  2.683  -1.678
C  -0.496  3.926  -2.305
C  -1.360  4.898  -1.833
C  -2.130  4.647  -0.705
C  -2.067  3.411  -0.088
C  -1.239  2.399  -0.575
P  -1.329  0.700  0.157
C  -3.092  0.381  -0.250
C  -3.344  -0.278  -1.451
C  -4.644  -0.526  -1.865
C  -5.712  -0.128  -1.074
C  -5.474  0.525  0.126
C  -4.172  0.782  0.532
C  -1.328  1.038  1.946
C  -2.005  0.196  2.827
C  -1.840  0.333  4.197
C  -0.984  1.300  4.704
C  -0.286  2.124  3.833
C  -0.454  1.992  2.465
H  0.127  4.115  -3.167
H  -1.422  5.855  -2.337
H  -2.792  5.411  -0.314
H  -2.682  3.219  0.782
H  -2.512  -0.596  -2.070
H  -4.821  -1.040  -2.802
H  -6.728  -0.333  -1.389
H  -6.302  0.833  0.752
H  -3.999  1.286  1.475
H  -2.659  -0.579  2.445
H  -2.373  -0.330  4.868
H  -0.844  1.397  5.774
H  0.414  2.856  4.217
H  0.123  2.619  1.796
C  2.891  0.492  3.680
C  1.887  -0.468  3.630
C  1.439  -0.939  2.401
C  1.947  -0.500  1.164
C  2.966  0.463  1.274
C  3.434  0.957  2.491
H  3.247  0.867  4.634
H  1.451  -0.845  4.551
H  0.651  -1.693  2.417
H  3.439  0.852  0.372
H  4.225  1.700  2.511

As for the LUMO energy: 2.22 eV. The calculation puts the HOMO-LUMO gap at 5.15 eV. The calculation puts the total energy at -112444.7552 eV. The value obtained for the max |F| is 0.8 eV/Å. Its charge is -1. The value obtained for the HOMO energy is -2.931 eV. The calculation puts the energy above the lowest of the compared OMol25 structures with the same formula, charge and spin at 42.75 kJ/mol.


> Which formula does entry 1 have?

C41H112N8O11